# 1
ORCA calculation (ωB97M-V/def2-TZVPD) on 13 unconnected molecules or ions with the total composition C21H56F16N12O27PS10.

Atoms and positions in Å:
C1 -3.065 -2.399 2.878
C2 -3.349 -2.039 4.278
O1 -2.554 -2.113 5.150
N1 -4.833 -1.990 4.619
H1 -5.418 -2.270 3.835
H2 -4.955 -2.672 5.370
C3 -5.290 -0.650 5.140
H3 -2.970 -3.467 2.652
H4 -2.240 -1.860 2.417
H5 -3.893 -2.284 2.168
H6 -5.806 -0.017 4.418
H7 -4.439 -0.017 5.383
H8 -5.940 -0.807 5.995
C4 0.828 -0.919 -0.399
C5 -0.171 -0.046 0.354
O2 -0.451 -0.185 1.502
N2 -0.791 1.084 -0.414
H9 -1.264 0.822 -1.329
H10 -1.644 1.435 0.067
C6 0.142 2.284 -0.613
H11 1.473 -0.279 -1.009
H12 0.154 -1.551 -0.979
H13 1.450 -1.404 0.346
H14 -0.250 2.872 -1.438
H15 1.075 1.850 -0.972
H16 0.217 2.725 0.375
C7 7.251 1.087 2.463
C8 6.274 0.140 1.831
O3 6.600 -0.625 1.003
N3 4.813 0.270 2.295
H17 4.623 -0.560 2.886
H18 4.607 1.054 2.908
C9 3.957 0.127 1.036
H19 8.274 0.712 2.479
H20 7.134 1.383 3.508
H21 7.328 2.006 1.877
H22 4.198 0.996 0.429
H23 2.882 0.135 1.212
H24 4.106 -0.833 0.546
C10 -4.946 3.568 -2.032
C11 -4.682 2.263 -2.767
O4 -4.878 2.085 -3.921
N4 -4.287 1.021 -1.970
H25 -3.411 0.772 -2.480
H26 -3.958 1.258 -1.035
C12 -5.374 -0.020 -2.046
H27 -4.177 3.663 -1.267
H28 -5.932 3.506 -1.570
H29 -4.891 4.436 -2.682
H30 -6.273 0.311 -1.529
H31 -5.037 -0.959 -1.612
H32 -5.672 -0.309 -3.051
C13 -0.511 0.609 4.480
C14 0.353 -0.601 4.438
O5 0.091 -1.682 4.023
N5 1.813 -0.343 4.702
H33 2.413 -1.021 4.174
H34 2.050 0.585 4.351
C15 2.085 -0.430 6.189
H35 -1.575 0.388 4.415
H36 -0.346 1.363 3.709
H37 -0.430 1.044 5.481
H38 1.286 0.059 6.748
H39 2.964 0.162 6.431
H40 2.117 -1.458 6.538
C16 3.372 -7.105 -2.543
C17 2.453 -6.249 -1.699
O6 2.800 -5.667 -0.733
N6 1.027 -6.031 -2.208
H41 0.783 -6.826 -2.794
H42 0.365 -6.020 -1.400
C18 0.936 -4.638 -2.891
H43 4.293 -7.359 -2.025
H44 3.554 -6.693 -3.535
H45 2.924 -8.096 -2.669
H46 1.695 -4.569 -3.664
H47 0.975 -3.805 -2.200
H48 -0.065 -4.726 -3.308
C19 -0.948 5.084 -3.904
C20 -1.944 5.543 -4.935
O7 -2.538 4.871 -5.690
N7 -2.140 7.092 -5.007
H49 -2.524 7.448 -4.136
H50 -1.250 7.509 -5.278
C21 -3.052 7.508 -6.173
H51 -1.439 4.212 -3.478
H52 -0.634 5.807 -3.155
H53 -0.081 4.769 -4.492
H54 -2.600 7.175 -7.103
H55 -3.104 8.582 -6.020
H56 -3.995 6.975 -6.091
P1 3.217 3.932 0.506
F1 3.878 5.219 -0.205
F2 4.751 3.372 0.870
F3 3.134 4.685 1.921
F4 2.424 2.681 1.248
F5 1.759 4.582 0.144
F6 3.179 2.992 -0.800
N8 4.274 1.911 -3.972
S1 2.707 2.619 -4.175
O8 1.953 3.113 -3.057
O9 1.931 2.176 -5.301
F7 3.376 4.047 -4.578
S2 3.717 0.485 -3.630
O10 3.140 -0.262 -4.712
O11 3.323 0.287 -2.234
F8 5.204 -0.179 -3.557
N9 -0.809 -6.162 -0.131
S3 -0.937 -4.745 0.791
O12 -1.042 -4.905 2.205
O13 -1.543 -3.531 0.263
F9 0.577 -4.396 0.459
S4 -2.227 -6.000 -0.806
O14 -2.297 -5.211 -1.989
O15 -3.388 -6.148 0.042
F10 -2.149 -7.487 -1.504
N10 -1.799 0.004 -2.752
S5 -0.864 0.378 -4.005
O16 -1.199 -0.045 -5.339
O17 0.527 0.425 -3.691
F11 -1.231 1.959 -4.153
S6 -1.935 -1.507 -3.035
O18 -0.807 -2.419 -2.960
O19 -2.986 -1.763 -3.962
F12 -2.701 -1.839 -1.662
N11 -3.104 2.178 0.836
S7 -2.598 3.295 1.812
O20 -1.287 3.121 2.367
O21 -3.592 4.025 2.552
F13 -2.296 4.448 0.724
S8 -3.879 1.301 2.072
O22 -5.255 1.645 2.253
O23 -3.194 0.921 3.279
F14 -3.855 -0.070 1.268
N12 3.650 -1.994 3.491
S9 3.510 -3.390 2.703
O24 3.171 -4.513 3.544
O25 4.405 -3.555 1.584
F15 2.110 -3.032 1.992
S10 5.033 -2.549 4.326
O26 6.226 -2.703 3.584
O27 4.870 -3.352 5.506
F16 5.215 -1.103 5.014

Calculated values
- Kohn-Sham gap (eV) = 6.83
- spin multiplicity = 1
- total charge = +1

Löwdin atomic charge list, values in e, 6 entries: atom 1 (C): 0.009, atom 2 (C): -0.395, atom 3 (O): 0.198, atom 4 (N): 0.116, atom 5 (H): 0.177, atom 6 (H): 0.186

***

# 2
ORCA calculation (ωB97M-V/def2-TZVPD) on 6 unconnected molecules or ions with the total composition C21H56N2O11.

Atoms and positions in Å:
C1 14.290 -7.466 -12.523
O1 13.412 -8.433 -12.967
C2 11.999 -7.959 -12.793
C3 11.177 -8.986 -13.554
N1 11.451 -8.936 -15.010
C4 10.512 -9.641 -15.802
C5 10.716 -9.326 -17.324
O2 11.535 -10.371 -17.894
C6 11.706 -10.132 -19.305
H1 14.210 -6.490 -13.003
H2 15.159 -8.044 -12.836
H3 14.271 -7.377 -11.437
H4 11.949 -6.914 -13.098
H5 11.653 -7.904 -11.760
H6 10.108 -8.925 -13.349
H7 11.463 -9.941 -13.113
H8 12.357 -9.358 -15.151
H9 9.458 -9.436 -15.615
H10 10.743 -10.697 -15.662
H11 11.163 -8.338 -17.438
H12 9.734 -9.295 -17.797
H13 12.480 -10.846 -19.587
H14 12.220 -9.175 -19.391
H15 10.703 -10.288 -19.702
C7 13.524 -10.047 -4.806
O3 13.385 -11.132 -3.929
C8 13.290 -12.452 -4.479
C9 11.821 -13.004 -4.454
N2 11.370 -13.071 -3.077
C10 9.870 -13.082 -3.089
C11 9.289 -12.550 -1.683
O4 9.540 -11.106 -1.545
C12 8.791 -10.480 -0.449
H16 13.702 -9.033 -4.447
H17 12.779 -10.016 -5.600
H18 14.441 -10.323 -5.327
H19 13.940 -12.936 -3.750
H20 13.794 -12.364 -5.441
H21 11.982 -13.936 -4.996
H22 11.215 -12.467 -5.183
H23 11.617 -12.216 -2.599
H24 9.430 -14.066 -3.256
H25 9.422 -12.377 -3.789
H26 9.913 -12.913 -0.867
H27 8.284 -12.940 -1.523
H28 8.316 -11.237 0.175
H29 8.039 -9.956 -1.040
H30 9.396 -9.717 0.040
C13 5.443 -5.470 -2.343
C14 6.392 -4.176 -2.233
C15 7.754 -4.397 -1.535
O5 6.686 -3.759 -3.536
H31 4.433 -5.217 -2.666
H32 5.369 -5.955 -1.369
H33 5.813 -6.231 -3.030
H34 5.935 -3.292 -1.789
H35 8.166 -5.333 -1.914
H36 7.513 -4.471 -0.475
H37 8.499 -3.605 -1.615
H38 6.511 -4.411 -4.219
O6 3.201 -11.724 -10.996
C16 3.682 -11.067 -9.767
C17 5.041 -11.700 -9.161
O7 6.067 -11.436 -10.195
H39 3.217 -11.056 -11.685
H40 3.752 -9.988 -9.906
H41 2.868 -10.933 -9.054
H42 4.889 -12.771 -9.025
H43 5.271 -11.509 -8.113
H44 5.923 -12.080 -10.893
O8 12.296 -1.273 -7.691
C18 11.850 -2.004 -6.555
C19 13.046 -2.774 -5.989
O9 13.674 -3.624 -6.920
H45 11.912 -0.393 -7.673
H46 11.442 -1.352 -5.782
H47 11.011 -2.659 -6.791
H48 12.802 -3.400 -5.130
H49 13.769 -2.030 -5.653
H50 13.848 -3.030 -7.653
O10 7.320 -7.692 -7.161
C20 8.561 -7.923 -6.497
C21 8.982 -9.389 -6.647
O11 9.405 -9.933 -7.973
H51 7.275 -8.018 -8.062
H52 9.330 -7.196 -6.758
H53 8.483 -7.643 -5.447
H54 8.102 -9.958 -6.346
H55 9.767 -9.618 -5.927
H56 8.665 -10.028 -8.576

Calculated values
- SMILES string = COCCNCCOC.COCCNCCOC.CC(C)O.OCCO.OCCO.OCCO
- Kohn-Sham gap (eV) = 8.85
- spin multiplicity = 1
- energy relative to the best compared isomer or geometry (same formula, charge and spin) (kJ/mol) = 377.9

Löwdin atomic charge list, values in e, 6 entries: atom 1 (C): -0.157, atom 2 (O): -0.205, atom 3 (C): -0.171, atom 4 (C): -0.200, atom 5 (N): -0.069, atom 6 (C): -0.226

***

# 3
ORCA calculation (ωB97M-V/def2-TZVPD) on 7 unconnected molecules or ions with the total composition C21H56O21S7.

Atoms and positions in Å:
C1 -7.806 -0.830 -3.709
C2 -7.859 0.522 -2.996
O1 -6.542 1.049 -2.951
S1 -6.228 2.324 -1.988
C3 -7.156 3.625 -2.856
O2 -6.801 2.104 -0.697
O3 -4.823 2.623 -2.063
H1 -8.770 -1.191 -4.046
H2 -7.363 -1.530 -2.999
H3 -7.077 -0.723 -4.512
H4 -8.588 1.206 -3.444
H5 -8.223 0.399 -1.970
H6 -6.910 4.607 -2.460
H7 -8.207 3.453 -2.617
H8 -7.032 3.607 -3.935
C4 1.867 -4.688 -0.329
C5 2.278 -4.248 -1.735
O4 3.650 -3.828 -1.727
S2 4.338 -3.649 -3.164
C6 4.630 -5.400 -3.545
O5 3.360 -3.121 -4.085
O6 5.596 -2.984 -2.975
H9 2.578 -5.401 0.094
H10 0.981 -5.320 -0.458
H11 1.600 -3.888 0.353
H12 1.940 -4.887 -2.546
H13 1.665 -3.346 -1.843
H14 5.304 -5.463 -4.399
H15 3.691 -5.899 -3.759
H16 5.156 -5.853 -2.708
C7 0.276 1.600 5.704
C8 1.088 1.373 4.456
O7 2.152 0.468 4.751
S3 3.301 0.330 3.616
C9 4.195 1.861 3.905
O8 4.114 -0.803 3.953
O9 2.635 0.379 2.326
H17 -0.374 0.767 5.971
H18 -0.434 2.424 5.564
H19 0.814 1.972 6.579
H20 0.395 0.981 3.714
H21 1.518 2.311 4.091
H22 5.258 1.660 4.010
H23 3.820 2.237 4.856
H24 4.025 2.648 3.173
C10 -0.681 -1.691 4.188
C11 -1.355 -2.937 3.584
O10 -0.873 -4.102 4.206
S4 -1.230 -5.559 3.636
C12 -0.585 -5.553 1.949
O11 -0.480 -6.547 4.389
O12 -2.659 -5.623 3.592
H25 -0.314 -1.895 5.194
H26 -1.410 -0.891 4.306
H27 0.150 -1.394 3.551
H28 -2.437 -2.807 3.667
H29 -1.159 -2.931 2.505
H30 -1.241 -4.966 1.316
H31 -0.639 -6.610 1.691
H32 0.458 -5.260 2.014
C13 0.266 -1.010 0.331
C14 -0.097 0.449 0.513
O13 -1.218 0.564 1.413
S5 -1.575 2.061 1.952
C15 -3.019 2.412 0.953
O14 -1.941 1.875 3.346
O15 -0.495 2.945 1.584
H33 0.322 -1.441 1.330
H34 1.236 -1.158 -0.137
H35 -0.529 -1.422 -0.300
H36 0.759 0.908 1.019
H37 -0.283 1.006 -0.407
H38 -3.395 3.371 1.305
H39 -3.746 1.632 1.172
H40 -2.791 2.429 -0.108
C16 1.515 3.485 -0.781
C17 2.004 4.656 0.047
O16 1.805 4.380 1.436
S6 2.102 5.503 2.525
C18 0.511 5.435 3.395
O17 3.190 5.064 3.359
O18 2.192 6.787 1.886
H41 1.880 2.518 -0.433
H42 2.007 3.614 -1.747
H43 0.432 3.453 -0.848
H44 3.036 4.872 -0.238
H45 1.416 5.541 -0.210
H46 0.333 6.385 3.890
H47 0.444 4.590 4.071
H48 -0.165 5.341 2.548
C19 4.079 0.081 -6.622
C20 3.629 0.093 -5.164
O19 2.251 0.518 -5.236
S7 1.393 0.626 -3.875
C21 0.638 -1.018 -3.823
O20 2.297 0.815 -2.788
O21 0.320 1.537 -4.131
H49 3.404 -0.488 -7.260
H50 5.129 -0.182 -6.692
H51 3.859 1.095 -6.974
H52 3.738 -0.904 -4.730
H53 4.152 0.793 -4.511
H54 1.306 -1.794 -4.185
H55 -0.245 -0.972 -4.458
H56 0.278 -1.163 -2.805

Calculated values
- SMILES string = CCOS(C)(=O)=O.CCOS(C)(=O)=O.CCOS(C)(=O)=O.CCOS(C)(=O)=O.CCOS(C)(=O)=O.CCOS(C)(=O)=O.CCOS(C)(=O)=O
- Kohn-Sham gap (eV) = 10.88
- spin multiplicity = 1
- energy relative to the best compared isomer or geometry (same formula, charge and spin) (kJ/mol) = 139.8

Löwdin atomic charge list, values in e, 6 entries: atom 1 (C): -0.052, atom 2 (C): -0.296, atom 3 (O): -0.258, atom 4 (S): 0.611, atom 5 (C): -0.110, atom 6 (O): -0.280

***

# 4
ORCA calculation (ωB97M-V/def2-TZVPD) on 7 unconnected molecules or ions with the total composition C21H56O21S7.

Atoms and positions in Å:
C1 -3.730 -14.839 -1.781
C2 -2.315 -14.961 -1.438
O1 -2.256 -14.566 -0.086
S1 -0.896 -13.788 0.473
C3 0.267 -15.271 0.453
O2 -0.504 -12.711 -0.518
O3 -1.089 -13.476 1.883
H1 -4.098 -13.813 -1.768
H2 -4.219 -15.545 -1.110
H3 -3.858 -15.228 -2.791
H4 -2.145 -16.035 -1.503
H5 -1.609 -14.411 -2.060
H6 0.508 -15.706 -0.517
H7 -0.137 -16.015 1.140
H8 1.221 -14.906 0.832
C4 -7.179 -19.268 5.189
C5 -6.031 -20.334 5.345
O4 -5.269 -20.130 6.555
S2 -5.338 -21.225 7.791
C6 -7.045 -20.815 8.287
O5 -5.361 -22.568 7.190
O6 -4.473 -20.876 8.891
H9 -7.911 -19.668 4.488
H10 -6.796 -18.295 4.881
H11 -7.744 -19.081 6.102
H12 -6.392 -21.356 5.229
H13 -5.448 -20.105 4.453
H14 -7.627 -20.865 7.367
H15 -6.942 -19.754 8.511
H16 -7.383 -21.360 9.168
C7 -10.994 -22.653 3.150
C8 -9.512 -22.686 2.847
O7 -9.231 -21.413 2.350
S3 -7.724 -21.065 1.646
C9 -8.033 -21.699 0.000
O8 -7.549 -19.590 1.652
O9 -6.793 -22.030 2.182
H17 -11.562 -22.011 2.476
H18 -11.017 -21.927 3.963
H19 -11.331 -23.607 3.557
H20 -8.863 -22.924 3.690
H21 -9.288 -23.471 2.125
H22 -7.128 -21.707 -0.608
H23 -8.745 -20.958 -0.362
H24 -8.608 -22.615 -0.133
C10 -3.350 -17.102 -8.479
C11 -3.000 -17.908 -7.204
O10 -1.751 -17.701 -6.571
S4 -1.532 -16.301 -5.698
C12 0.285 -16.734 -5.302
O11 -1.701 -15.140 -6.510
O12 -2.203 -16.460 -4.434
H25 -3.644 -17.688 -9.350
H26 -2.397 -16.642 -8.738
H27 -4.050 -16.298 -8.249
H28 -3.725 -17.925 -6.390
H29 -2.809 -18.899 -7.616
H30 0.879 -15.836 -5.135
H31 0.719 -17.082 -6.239
H32 0.310 -17.439 -4.470
C13 -5.040 -15.747 2.142
C14 -3.859 -16.041 3.019
O13 -4.387 -16.608 4.192
S5 -4.161 -15.830 5.631
C15 -2.367 -16.363 5.986
O14 -4.145 -14.385 5.364
O15 -4.938 -16.443 6.707
H33 -4.702 -15.424 1.157
H34 -5.657 -15.035 2.690
H35 -5.660 -16.615 1.918
H36 -3.106 -16.703 2.593
H37 -3.314 -15.136 3.287
H38 -2.199 -16.327 7.062
H39 -1.824 -15.509 5.582
H40 -2.142 -17.355 5.593
C16 -4.162 -19.437 1.713
C17 -4.296 -18.901 0.279
O16 -4.053 -19.954 -0.590
S6 -4.692 -20.018 -2.085
C18 -3.558 -18.797 -2.907
O17 -4.472 -21.374 -2.618
O18 -6.000 -19.471 -2.026
H41 -4.256 -18.701 2.512
H42 -3.231 -19.995 1.810
H43 -4.940 -20.147 1.994
H44 -5.370 -18.796 0.125
H45 -3.669 -18.011 0.214
H46 -3.537 -19.060 -3.964
H47 -2.599 -18.616 -2.420
H48 -4.163 -17.890 -2.921
C19 -6.066 -24.820 0.412
C20 -5.144 -24.944 -0.795
O19 -5.772 -25.905 -1.659
S7 -5.025 -27.400 -1.858
C21 -5.202 -28.099 -0.102
O20 -5.762 -28.201 -2.809
O21 -3.597 -27.195 -2.070
H49 -5.427 -24.601 1.268
H50 -6.536 -25.800 0.499
H51 -6.756 -24.006 0.192
H52 -5.029 -24.023 -1.367
H53 -4.137 -25.293 -0.568
H54 -4.886 -27.274 0.536
H55 -4.602 -29.005 -0.195
H56 -6.216 -28.435 0.114

Calculated values
- SMILES string = CCOS(C)(=O)=O.CCOS(C)(=O)=O.CCOS(C)(=O)=O.CCOS(C)(=O)=O.CCOS(C)(=O)=O.CCOS(C)(=O)=O.CCOS(C)(=O)=O
- Kohn-Sham gap (eV) = 10.84
- spin multiplicity = 1
- energy relative to the best compared isomer or geometry (same formula, charge and spin) (kJ/mol) = 523.6

Löwdin atomic charge list, values in e, 6 entries: atom 1 (C): -0.069, atom 2 (C): -0.335, atom 3 (O): -0.286, atom 4 (S): 0.725, atom 5 (C): -0.096, atom 6 (O): -0.324

***

no.,calculated total energy (eV),HOMO level (eV),largest force on an atom (eV Å⁻¹)
1,-256956.7207,-10.04,8.0
2,-48179.1673,-8.54,4.3
3,-141525.2754,-10.78,2.8
4,-141521.2968,-10.98,4.6